{
  "formula": "C13H23IN13S4V",
  "method": "ωB97M-V/def2-TZVPD",
  "elements": ["V", "N", "C", "N", "C", "C", "S", "C", "C", "S", "C", "N", "N", "H", "H", "H", "H", "H", "H", "C", "C", "N", "N", "C", "S", "N", "N", "H", "H", "H", "H", "H", "H", "N", "N", "H", "H", "H", "H", "I", "C", "C", "C", "N", "N", "C", "N", "S", "H", "H", "H", "H", "H", "H", "H"],
  "coordinates": [[0.2275, 0.2507, 0.4182], [2.6634, -2.1440, -0.4374], [2.3392, -1.2349, -1.3913], [1.4868, -0.2573, -1.1882], [1.3238, 0.5037, -2.3470], [2.0307, 0.0918, -3.4101], [2.9659, -1.2937, -2.9907], [0.3699, 1.6183, -2.2574], [-0.0128, 2.4499, -3.2365], [-1.2124, 3.5405, -2.6521], [-1.1272, 2.8007, -1.1047], [-0.2548, 1.8224, -1.0115], [-1.9411, 3.1796, -0.0904], [2.5910, -1.8215, 0.5250], [3.4199, -2.7782, -0.6304], [2.0562, 0.5022, -4.4060], [0.3221, 2.4852, -4.2601], [-2.4262, 4.0579, -0.1506], [-1.7804, 2.7832, 0.8335], [-5.8925, -0.2332, -0.3700], [-4.8569, -0.9871, -1.1165], [-5.0696, -1.8671, -2.0395], [-3.8067, -2.2720, -2.4033], [-2.8133, -1.6830, -1.7340], [-1.1518, -1.8751, -1.8738], [-3.5004, -0.8414, -0.8986], [-2.8497, 0.0014, -0.0102], [-6.8612, -0.4339, -0.8188], [-5.7002, 0.8396, -0.4024], [-5.9223, -0.5388, 0.6767], [-3.6880, -2.9676, -3.1204], [-2.9983, 0.9727, -0.2641], [-3.1616, -0.1395, 0.9442], [0.7575, -2.2803, 2.4319], [0.0526, -1.8090, 1.2674], [0.2698, -3.0851, 2.8118], [0.7071, -1.5303, 3.1138], [-0.9559, -1.8350, 1.4108], [0.2368, -2.4601, 0.5072], [-1.1806, 1.1064, 2.6876], [4.4673, -0.8163, 4.6112], [4.7706, -0.5263, 3.1402], [3.7424, 0.3635, 2.5174], [2.7812, -0.0476, 1.7719], [1.9219, 0.9695, 1.3773], [2.2854, 2.1380, 1.8359], [1.6130, 3.2797, 1.5728], [3.7048, 2.0787, 2.7960], [5.1998, -1.5095, 5.0222], [3.4780, -1.2621, 4.7164], [4.4946, 0.0945, 5.2109], [4.7799, -1.4499, 2.5621], [5.7563, -0.0703, 3.0375], [0.6524, 3.1549, 1.2873], [1.7973, 4.0852, 2.1461]],
  "forces_ev_per_a": [[-1.01, -0.31, -0.08], [-0.06, 0.00, -0.04], [-0.13, 0.03, 0.27], [0.32, 0.00, -0.71], [-0.34, 0.16, 0.55], [0.14, -0.04, -0.23], [0.14, -0.07, -0.19], [0.13, -0.37, 0.50], [-0.04, 0.16, -0.20], [-0.08, 0.16, -0.21], [0.13, -0.12, 0.29], [0.24, 0.05, -0.62], [-0.03, 0.02, -0.06], [0.02, 0.02, 0.01], [-0.01, 0.00, -0.01], [0.00, -0.03, 0.04], [-0.02, 0.00, 0.04], [0.00, 0.01, 0.02], [0.01, -0.02, 0.02], [-0.01, -0.02, -0.02], [-0.05, 0.00, -0.03], [0.35, 0.08, 0.05], [-0.18, -0.30, -0.25], [0.08, 0.12, 0.07], [-0.29, 0.07, 0.08], [0.16, 0.11, 0.18], [0.01, 0.03, -0.03], [0.00, -0.01, 0.00], [0.01, 0.00, -0.02], [0.02, -0.01, 0.01], [-0.01, 0.01, 0.02], [-0.02, 0.01, 0.01], [-0.01, -0.06, 0.02], [-0.08, 0.13, -0.19], [0.07, -0.17, -0.06], [0.00, 0.03, 0.08], [0.04, -0.03, 0.03], [-0.04, -0.03, 0.04], [0.06, 0.02, 0.02], [-0.18, 0.12, 0.28], [-0.04, 0.02, 0.02], [-0.02, 0.01, -0.07], [0.01, -0.06, -0.01], [-0.13, 0.35, -0.13], [0.85, -0.20, 0.47], [-0.26, -0.03, -0.07], [0.06, 0.08, -0.11], [0.23, 0.10, 0.17], [0.01, 0.01, -0.02], [0.01, -0.01, 0.00], [0.00, 0.00, -0.01], [-0.01, -0.03, 0.01], [0.02, 0.01, 0.00], [-0.02, 0.01, 0.05], [-0.04, -0.01, 0.02]],
  "spin_multiplicity": 4,
  "s2": 3.758,
  "charge": 1,
  "largest_force_ev_per_a": 1.057,
  "mol_weight_g_mol": 667.53,
  "e_above_lowest_kcal_mol": 6.5,
  "energy_ha": -4055.4194,
  "e_homo_ev": [-10.0194, -10.6882]
}

=====

{
  "formula": "C13H23MgN2O2P",
  "method": "ωB97M-V/def2-TZVPD",
  "elements": ["C", "C", "C", "C", "C", "C", "C", "C", "N", "Mg", "C", "P", "H", "H", "H", "H", "H", "H", "H", "H", "C", "C", "H", "C", "C", "H", "H", "H", "H", "H", "H", "H", "H", "H", "H", "H", "H", "H", "H", "O", "N", "O"],
  "coordinates": [[4.4514, -0.2947, -2.0222], [4.3525, -0.0926, -0.6411], [3.1071, -0.0047, 0.0140], [1.9113, -0.1422, -0.7447], [2.0268, -0.2728, -2.1613], [3.2825, -0.3592, -2.7870], [3.1040, 0.3198, 1.4965], [1.9924, 1.3146, 1.8738], [2.4502, 2.7017, 1.9149], [0.0000, 0.0000, 0.0000], [0.7624, -0.1869, -2.9983], [-0.2932, 1.0424, -2.0846], [5.2658, 0.0124, -0.0430], [3.3386, -0.4617, -3.8773], [5.4334, -0.3665, -2.5021], [0.1971, -1.1384, -3.0050], [0.9673, 0.1049, -4.0444], [2.9468, -0.5898, 2.0947], [4.0942, 0.7255, 1.7680], [1.1129, 1.1783, 1.1942], [-1.9056, 1.1017, -2.9795], [0.4929, 2.6649, -2.4710], [1.6505, 1.0551, 2.8958], [2.6412, 3.2918, 0.5980], [1.5971, 3.5237, 2.7589], [-1.7479, -0.2112, 0.4087], [3.0413, 4.3152, 0.7058], [3.3708, 2.7033, 0.0178], [1.6960, 3.3533, 0.0018], [2.0206, 4.5407, 2.8404], [0.5504, 3.6207, 2.3751], [1.5482, 3.0853, 3.7710], [0.5043, 2.8644, -3.5571], [-0.0531, 3.4707, -1.9525], [1.5263, 2.6350, -2.0881], [-1.7629, 1.3417, -4.0479], [-2.4011, 0.1206, -2.8887], [-2.5553, 1.8667, -2.5212], [-1.5287, 0.4787, 0.8295], [-1.0469, -2.5944, 0.8437], [-0.3332, -2.8250, -0.0861], [0.3281, -1.8315, -0.6522]],
  "forces_ev_per_a": [[-0.20, 0.05, 0.22], [-0.03, -0.18, 0.13], [0.24, -0.28, -1.75], [2.28, 1.95, -0.12], [1.01, 0.13, 0.65], [-0.32, -0.03, 0.16], [-0.38, -0.07, -0.42], [0.81, 0.18, 1.36], [-0.57, -0.19, -0.09], [1.90, -1.43, 0.07], [-0.37, -0.03, 0.15], [-0.46, 0.72, -2.00], [-0.21, -0.03, -0.27], [0.03, 0.05, 0.36], [-0.40, 0.05, 0.20], [0.30, 0.34, 0.01], [-0.15, 0.04, 0.44], [0.08, 0.08, -0.20], [-0.54, -0.03, 0.10], [0.26, 0.44, 0.27], [0.09, 0.10, -0.27], [0.00, -0.04, 0.07], [0.03, 0.26, -0.49], [0.18, 0.08, -0.27], [-0.13, 0.16, 0.14], [-0.21, 1.86, 1.80], [-0.18, -0.41, 0.00], [-0.33, 0.16, 0.20], [0.35, -0.05, 0.37], [-0.18, -0.44, -0.05], [0.40, -0.05, 0.08], [0.02, 0.22, -0.41], [-0.03, -0.13, 0.45], [0.21, -0.27, -0.24], [-0.39, 0.00, -0.22], [-0.15, -0.11, 0.40], [0.18, 0.36, -0.07], [0.24, -0.29, -0.19], [-1.59, -1.77, -0.77], [-0.65, 1.68, 0.84], [1.87, -1.12, -2.21], [-3.00, -2.00, 1.56]],
  "largest_force_ev_per_a": 3.928,
  "mol_weight_g_mol": 294.62,
  "energy_ha": -1310.4115,
  "e_homo_ev": -7.4019
}

=====

{
  "formula": "C13H23N2O3",
  "method": "ωB97M-V/def2-TZVPD",
  "elements": ["C", "C", "N", "C", "C", "C", "C", "C", "O", "C", "C", "N", "C", "O", "C", "C", "C", "O", "H", "H", "H", "H", "H", "H", "H", "H", "H", "H", "H", "H", "H", "H", "H", "H", "H", "H", "H", "H", "H", "H", "H"],
  "coordinates": [[2.6558, -2.9335, 1.5885], [1.7400, -2.2740, 0.6462], [1.6737, -0.8078, 0.7563], [0.8755, -0.4740, 1.9548], [3.0342, -0.1708, 0.8254], [3.9062, -0.3293, -0.4377], [0.8934, -0.3109, -0.4050], [0.5969, 1.2330, -0.5117], [1.1152, 2.0701, 0.1966], [-0.3167, 1.7713, -1.6226], [-1.5471, 2.5266, -1.0785], [-2.7098, 1.6324, -0.8890], [-2.9218, 0.7381, 0.1170], [-2.0361, 0.4202, 0.8887], [-4.3473, 0.1474, 0.1419], [-4.9339, 0.6878, -1.1636], [-3.8020, 1.4948, -1.7200], [-3.7670, 1.9445, -2.8538], [2.4646, -3.9795, 1.5941], [3.7102, -2.8151, 1.3452], [2.4520, -2.5767, 2.6095], [2.0313, -2.5840, -0.3736], [0.7360, -2.6645, 0.8538], [0.7776, 0.6083, 2.1048], [1.3861, -0.7927, 2.8681], [-0.0975, -0.9213, 1.9008], [2.9094, 0.9262, 0.9971], [3.5597, -0.5487, 1.7111], [4.8926, 0.1037, -0.3031], [3.4745, 0.1430, -1.3597], [4.1260, -1.4011, -0.6054], [-0.0762, -0.7969, -0.4105], [1.3608, -0.6181, -1.3413], [0.3053, 2.4345, -2.2057], [-0.6586, 0.9826, -2.2913], [-1.2662, 3.0214, -0.1302], [-1.8509, 3.3339, -1.7836], [-4.3215, -0.9395, 0.1923], [-4.9346, 0.5034, 0.9909], [-5.7981, 1.3292, -0.9985], [-5.2915, -0.1141, -1.7984]],
  "forces_ev_per_a": [[0.91, 0.49, 1.51], [-0.48, -1.54, -1.23], [-0.25, 1.18, -0.34], [0.45, 1.04, 1.82], [1.26, 1.75, -0.14], [-0.58, -0.85, -0.39], [-0.75, 1.23, -1.15], [0.42, 0.73, 0.35], [-0.11, -1.01, 0.01], [-0.35, -1.16, 0.17], [-0.09, 0.16, -0.12], [-1.11, -0.20, 0.92], [0.89, -0.83, 2.10], [0.26, -0.09, 0.17], [0.21, 0.69, -0.45], [-0.01, -0.27, 1.02], [-0.11, 1.43, -4.29], [-0.27, -0.13, 0.94], [-0.24, -0.91, -0.07], [0.01, 0.16, 0.08], [0.38, -0.25, -0.19], [-0.34, 0.54, 0.24], [0.05, 0.34, -0.37], [-0.01, -0.28, -0.63], [0.03, -0.34, -0.34], [-0.42, -0.19, -0.20], [-0.36, -1.01, -0.05], [-0.34, -0.17, -0.29], [-0.09, 0.34, 0.35], [0.29, -0.52, 0.90], [-0.28, 0.44, -0.28], [-0.19, -0.16, 0.28], [0.25, 0.04, 0.10], [0.18, 0.31, -0.09], [-0.02, -0.07, -0.11], [-0.41, -0.42, -0.28], [0.06, -0.86, 0.39], [0.23, 0.06, 0.02], [0.50, 0.02, 0.18], [0.10, 0.20, -0.02], [0.34, 0.12, -0.53]],
  "charge": 1,
  "largest_force_ev_per_a": 4.525,
  "mol_weight_g_mol": 255.34,
  "e_above_lowest_kcal_mol": 0.0,
  "smiles": "CC[N+](C)(CC)CC(=O)CCN1C(=O)CCC1=O",
  "energy_ha": -844.1703,
  "e_homo_ev": -12.6898
}

=====

{
  "formula": "C13H23N3OPtS4",
  "method": "ωB97M-V/def2-TZVPD",
  "elements": ["Pt", "C", "C", "S", "C", "C", "S", "C", "C", "S", "C", "C", "S", "H", "H", "H", "H", "H", "H", "H", "H", "H", "H", "H", "H", "H", "H", "H", "H", "C", "N", "C", "C", "C", "N", "C", "O", "N", "H", "H", "H", "H", "H", "H", "H"],
  "coordinates": [[8.3264, 6.5001, 7.1923], [5.9667, 4.3739, 6.1644], [6.6351, 4.6209, 4.8499], [7.9935, 5.8966, 4.9325], [7.4855, 7.5734, 4.4017], [6.5342, 8.3576, 5.3188], [7.4380, 8.9856, 6.7645], [6.3223, 8.7684, 8.1908], [7.0902, 8.4704, 9.5119], [8.1257, 7.0293, 9.6015], [7.0238, 5.8207, 10.2396], [6.3655, 4.9362, 9.1292], [6.1526, 5.7639, 7.4902], [6.3519, 3.4710, 6.6595], [4.8774, 4.3103, 6.0076], [6.0756, 4.9542, 3.9902], [7.1300, 3.7028, 4.5192], [7.2551, 7.4294, 3.3769], [8.4970, 8.0738, 4.4908], [5.7589, 7.6396, 5.5562], [6.0428, 9.1575, 4.7583], [5.5771, 8.0100, 7.9536], [5.8053, 9.7114, 8.2004], [6.4274, 8.4911, 10.3958], [7.8368, 9.2684, 9.6925], [6.2697, 6.3412, 10.9164], [7.5641, 5.1045, 10.8465], [5.3885, 4.5783, 9.5084], [6.9848, 4.0471, 8.9856], [13.0875, 7.6688, 5.1107], [12.4694, 6.9151, 6.1870], [13.1651, 6.1252, 7.0910], [12.4764, 5.3202, 7.9043], [11.0590, 5.3159, 7.8872], [10.4073, 6.2712, 7.1573], [11.0818, 7.2524, 6.4036], [10.5527, 8.2645, 5.9885], [10.2872, 4.5810, 8.7115], [14.0615, 7.2873, 4.8534], [13.2128, 8.7286, 5.4071], [12.3371, 7.7356, 4.3383], [14.2565, 6.1387, 6.9590], [12.9638, 4.6103, 8.5660], [10.7274, 3.8295, 9.1860], [9.3812, 4.4259, 8.2466]],
  "forces_ev_per_a": [[-0.36, 0.55, 0.55], [-1.14, 0.25, 1.63], [1.60, 1.14, -0.34], [0.87, -0.52, -1.19], [1.80, 0.43, 1.25], [-0.56, -0.77, -1.10], [0.59, -1.94, 0.26], [-0.15, -0.05, 0.10], [-0.02, 1.67, -0.26], [1.27, 0.57, 0.76], [-1.92, -0.44, -0.14], [-0.73, -0.53, 0.37], [-1.47, -1.29, -0.28], [-0.26, 0.26, -0.24], [0.44, -0.22, 0.34], [-0.92, 0.04, 0.14], [0.19, 0.26, 0.08], [-0.75, 0.59, -0.94], [-0.84, -0.58, -0.56], [-0.44, 0.24, 0.72], [0.29, 0.15, 0.19], [0.13, 0.15, 0.06], [-0.30, 0.46, 0.71], [0.12, -0.02, -0.55], [-0.51, -0.09, -0.15], [0.87, -0.74, -1.00], [0.30, 0.17, 0.30], [0.40, 0.23, -0.44], [-0.02, 0.09, -0.18], [-0.05, 1.73, 0.76], [-0.77, 0.40, 1.15], [-0.48, 1.16, -2.61], [-0.51, -1.54, 1.55], [0.45, 2.96, -0.75], [1.49, -0.06, 0.05], [1.33, -1.51, 0.82], [0.38, -1.07, -0.14], [-0.85, 0.26, -1.38], [-0.01, -0.42, -0.35], [0.11, -0.47, 0.08], [0.30, -0.39, -0.71], [-0.60, -0.11, 0.27], [0.15, 0.26, -0.13], [0.13, -0.83, 0.35], [0.46, -0.42, 0.94]],
  "spin_multiplicity": 3,
  "s2": 2.011,
  "charge": 2,
  "largest_force_ev_per_a": 3.086,
  "mol_weight_g_mol": 560.69,
  "energy_ha": -2460.1582,
  "e_homo_ev": [-12.6217, -14.8748]
}

=====

{
  "formula": "C13H24BBrN3O9P2",
  "method": "ωB97M-V/def2-TZVPD",
  "elements": ["C", "O", "C", "C", "C", "C", "C", "C", "C", "C", "C", "P", "N", "O", "O", "B", "Br", "P", "O", "O", "O", "O", "C", "O", "C", "N", "O", "C", "N", "H", "H", "H", "H", "H", "H", "H", "H", "H", "H", "H", "H", "H", "H", "H", "H", "H", "H", "H", "H", "H", "H", "H", "H"],
  "coordinates": [[4.3751, -3.7144, -0.0755], [4.7023, -2.4059, 0.3272], [3.5531, -1.6261, 0.6426], [3.8348, -0.1869, 0.2538], [3.8114, 0.0087, -1.2787], [2.8113, 1.0397, -1.8274], [2.6832, 2.3601, -1.0404], [1.2584, 2.6535, -0.5487], [0.6089, 1.5003, 0.2466], [-0.7872, 1.1666, -0.2983], [-1.7359, 0.3423, 0.6054], [-0.7514, -0.4369, 2.0609], [-1.5211, -1.9056, 2.3616], [-1.2214, 0.5484, 3.3125], [-2.1391, -0.8127, -0.1190], [-3.5586, -0.9309, -0.1665], [-4.5023, -2.0764, 1.3201], [-4.1323, -1.7066, -1.8896], [-3.1013, -2.5285, -2.5502], [-4.6864, -0.4923, -2.8111], [-5.4574, -2.6331, -1.7140], [-4.0227, 0.4614, 0.0828], [-3.1344, 1.0614, 0.8492], [-3.5924, 1.0446, 2.2292], [-3.3483, 2.0675, 2.9704], [-3.0736, 2.9675, 3.6345], [-3.1493, 2.4932, 0.5250], [-3.4822, 2.8093, -0.6743], [-3.6895, 3.1049, -1.7683], [5.2815, -4.3185, -0.0542], [3.6316, -4.1711, 0.5861], [3.9853, -3.7220, -1.1003], [2.7121, -1.9979, 0.0443], [3.3050, -1.7194, 1.7051], [4.8492, 0.0270, 0.5995], [3.1452, 0.4734, 0.7748], [3.5769, -0.9567, -1.7359], [4.8161, 0.2602, -1.6221], [1.8219, 0.5951, -1.9574], [3.1448, 1.2915, -2.8372], [2.9563, 3.1818, -1.7085], [3.3953, 2.4132, -0.2141], [0.6293, 2.9621, -1.3868], [1.3247, 3.5210, 0.1138], [1.2231, 0.6080, 0.1773], [0.5476, 1.8111, 1.2918], [-0.6690, 0.5593, -1.1975], [-1.2404, 2.1008, -0.6123], [-0.8510, -2.5844, 2.6937], [-2.3153, -1.8474, 2.9911], [-0.7613, 0.2505, 4.1040], [-4.8327, -0.8509, -3.6976], [-6.2277, -2.0597, -1.6173]],
  "forces_ev_per_a": [[0.03, -0.05, -0.05], [0.04, -0.03, 0.09], [-0.08, 0.09, -0.37], [0.38, -0.30, -0.24], [-0.22, -0.03, 0.16], [0.22, 0.24, -0.11], [-0.18, 0.15, -0.42], [0.35, -0.03, 0.44], [-0.27, 0.44, -0.33], [0.24, -0.10, 0.15], [-0.52, -0.37, 0.36], [0.53, -0.24, -0.43], [0.19, 0.54, 0.72], [0.07, -0.14, -0.06], [0.02, -0.07, 0.01], [-0.17, 0.45, -0.25], [-0.08, -0.15, 0.02], [0.44, -0.63, 0.11], [0.05, 0.07, -0.11], [-0.11, -0.01, 0.11], [-0.15, 0.43, -0.19], [-0.24, -0.32, 0.22], [0.09, 0.25, -0.68], [-0.22, 0.10, -0.01], [0.47, -0.01, -0.14], [-0.31, 0.11, 0.19], [0.14, 0.09, 0.53], [0.19, -0.29, -0.28], [-0.14, 0.22, 0.05], [0.04, 0.05, 0.05], [0.02, -0.02, 0.01], [-0.10, -0.01, 0.03], [-0.16, 0.04, 0.19], [0.02, -0.09, 0.01], [-0.11, 0.16, 0.26], [0.01, 0.03, 0.00], [0.10, 0.01, -0.08], [-0.01, 0.08, 0.01], [0.01, -0.09, 0.14], [-0.10, -0.11, -0.07], [0.11, 0.04, 0.08], [-0.06, -0.16, 0.07], [0.02, -0.17, -0.09], [-0.14, 0.11, -0.12], [0.03, -0.02, 0.24], [0.05, -0.20, 0.07], [-0.05, 0.05, -0.05], [-0.14, 0.00, 0.01], [-0.03, -0.08, -0.10], [-0.27, -0.24, -0.37], [0.04, 0.23, 0.06], [0.08, 0.15, -0.06], [-0.08, -0.15, 0.20]],
  "charge": -1,
  "largest_force_ev_per_a": 0.916,
  "mol_weight_g_mol": 519.01,
  "energy_ha": -4633.0021,
  "e_homo_ev": -5.8867
}